A cluster of 6 separate species, C40H90N6O3 in total. Source: the OMol25 dataset; level of theory: ωB97M-V/def2-TZVPD.

```
! wB97M-V def2-TZVPD RIJCOSX def2/J DEFGRID3
* xyz 5 2
N -0.793 0.140 1.611
O -1.919 0.601 1.381
O -0.503 -1.006 1.411
O 0.117 0.806 2.052
C 1.490 -3.481 1.059
C 2.645 -4.409 1.118
C 4.036 -3.726 0.840
N 5.147 -4.838 0.898
C 5.314 -5.518 2.331
C 6.506 -4.248 0.490
C 6.986 -4.959 -0.756
C 6.304 -6.270 -0.718
C 4.946 -5.916 -0.219
H 0.549 -3.901 0.703
H 1.766 -2.754 0.294
H 1.405 -2.831 1.930
H 2.391 -5.263 0.490
H 2.605 -4.775 2.144
H 4.382 -3.138 1.689
H 4.120 -3.119 -0.061
H 6.062 -6.272 2.084
H 4.459 -6.128 2.624
H 5.582 -4.823 3.126
H 7.250 -4.162 1.281
H 6.340 -3.204 0.220
H 8.067 -5.076 -0.828
H 6.771 -4.282 -1.582
H 6.874 -6.971 -0.108
H 6.145 -6.853 -1.625
H 4.256 -6.690 0.118
H 4.447 -5.226 -0.900
C -4.318 9.700 2.344
C -4.556 8.227 2.829
C -3.299 7.256 2.437
N -3.502 5.868 3.051
C -3.740 6.011 4.606
C -4.736 5.100 2.458
C -4.451 3.560 2.494
C -2.924 3.492 2.541
C -2.357 4.912 2.598
H -4.292 9.832 1.262
H -3.447 10.131 2.836
H -5.151 10.228 2.808
H -5.483 7.772 2.480
H -4.652 8.304 3.912
H -2.363 7.593 2.882
H -3.139 7.095 1.370
H -3.450 5.049 5.029
H -4.761 6.291 4.866
H -3.005 6.766 4.884
H -5.695 5.238 2.956
H -4.859 5.345 1.403
H -5.051 3.101 3.280
H -4.779 3.075 1.575
H -2.592 2.828 3.339
H -2.602 3.166 1.552
H -1.575 5.108 3.331
H -1.887 5.180 1.651
C 6.578 2.518 -4.306
C 5.882 1.549 -3.329
C 5.973 1.899 -1.841
N 5.277 0.899 -0.913
C 6.025 -0.582 -1.015
C 3.714 0.838 -1.254
C 2.964 0.391 -0.094
C 3.764 0.930 1.093
C 5.112 1.398 0.577
H 6.697 2.133 -5.318
H 7.543 2.882 -3.954
H 5.960 3.416 -4.296
H 6.305 0.558 -3.495
H 4.899 1.684 -3.780
H 5.455 2.832 -1.617
H 7.011 1.998 -1.525
H 7.071 -0.460 -0.737
H 5.940 -0.976 -2.027
H 5.464 -1.391 -0.547
H 3.557 0.019 -1.956
H 3.478 1.826 -1.648
H 2.536 -0.609 -0.021
H 2.053 0.987 -0.036
H 4.029 0.113 1.763
H 3.181 1.742 1.528
H 5.865 0.752 1.029
H 5.478 2.399 0.807
C -3.357 -4.110 3.814
C -3.515 -3.407 2.471
C -4.298 -4.326 1.415
N -4.188 -3.764 -0.008
C -2.706 -3.628 -0.495
C -4.852 -2.361 -0.215
C -5.001 -2.281 -1.744
C -5.532 -3.634 -2.116
C -4.909 -4.628 -1.065
H -2.921 -3.381 4.498
H -2.736 -5.004 3.756
H -4.258 -4.505 4.283
H -2.506 -3.102 2.194
H -4.073 -2.471 2.507
H -5.371 -4.329 1.608
H -4.050 -5.387 1.402
H -2.693 -3.618 -1.585
H -2.098 -4.464 -0.150
H -2.204 -2.746 -0.097
H -4.138 -1.615 0.132
H -5.756 -2.118 0.345
H -4.127 -2.038 -2.349
H -5.762 -1.575 -2.077
H -5.265 -3.762 -3.165
H -6.603 -3.639 -1.915
H -4.201 -5.352 -1.468
H -5.771 -5.098 -0.592
C 0.947 -1.319 -2.694
C -0.192 -0.397 -2.145
C -0.564 0.731 -3.216
N -1.792 1.554 -2.758
C -1.276 2.623 -1.790
C -2.509 2.174 -3.962
C -3.945 2.436 -3.441
C -4.082 1.735 -2.127
C -2.878 0.786 -2.065
H 0.592 -1.981 -3.485
H 1.214 -1.967 -1.859
H 1.831 -0.759 -3.001
H 0.115 0.004 -1.179
H -1.100 -0.986 -2.017
H -0.921 0.332 -4.166
H 0.251 1.433 -3.390
H -2.113 3.202 -1.400
H -0.672 3.196 -2.493
H -0.665 2.319 -0.939
H -2.004 3.075 -4.310
H -2.549 1.456 -4.781
H -4.426 3.390 -3.658
H -4.536 1.826 -4.124
H -4.209 2.367 -1.248
H -5.018 1.181 -2.198
H -2.509 0.312 -1.155
H -2.988 -0.063 -2.740
*
```

The total energy comes out at -57964.963 eV. Its energy relative to the best compared isomer or geometry (same formula, charge and spin) is 0.000 eV. The calculation puts the orbital gap (alpha / beta) at 0.330 / 0.176 Ha. The expectation value of S² is 0.76. The value obtained for the LUMO energy (alpha / beta) is -11.2563 / -15.4351 eV.

Mulliken atomic charge list, values in e, 8 entries:
1 N 1.182
2 O -0.402
3 O -0.283
4 O -0.441
5 C -0.527
6 C -0.633
7 C -0.784
8 N 0.317


A structure of composition C40H94Cl6N4O8. Source: the OMol25 dataset; level of theory: ωB97M-V/def2-TZVPD.

```
! wB97M-V def2-TZVPD RIJCOSX def2/J DEFGRID3
* xyz 0 1
C -2.197 -4.680 4.845
C -2.611 -3.577 3.836
C -1.571 -3.196 2.800
C -0.364 -2.574 3.398
C 0.755 -2.185 2.392
C 1.753 -1.369 3.120
H -2.109 -5.662 4.378
H -2.963 -4.743 5.617
H -1.278 -4.480 5.396
H -3.431 -3.966 3.233
H -2.963 -2.668 4.323
H -2.082 -2.468 2.170
H -1.252 -4.076 2.242
H -0.739 -1.673 3.883
H 0.050 -3.210 4.180
H 1.313 -3.028 1.986
H 0.287 -1.656 1.562
H 2.729 -1.230 2.655
H 1.394 -0.362 3.330
H 1.947 -1.845 4.082
C -2.458 0.606 1.882
C -3.654 0.516 0.895
C -4.493 -0.809 1.071
C -3.695 -2.123 1.011
C -4.706 -3.276 0.951
C -4.062 -4.735 1.059
H -2.874 0.074 2.737
H -2.397 1.639 2.224
H -1.484 0.183 1.635
H -4.325 1.374 0.860
H -3.218 0.443 -0.101
H -5.293 -0.951 0.345
H -5.111 -0.919 1.962
H -3.031 -2.165 0.149
H -3.050 -2.236 1.883
H -5.451 -3.198 1.743
H -5.209 -3.302 -0.015
H -3.346 -4.889 1.865
H -4.902 -5.423 1.159
H -3.590 -4.910 0.092
C -3.080 2.619 0.198
C -1.617 2.317 0.327
C -0.645 3.526 0.358
C -1.090 4.670 1.334
C -0.025 5.726 1.698
C 1.118 5.038 2.493
H -3.384 3.183 1.080
H -3.745 1.760 0.110
H -3.210 3.210 -0.709
H -1.458 1.784 1.264
H -1.504 1.620 -0.504
H -0.555 3.953 -0.642
H 0.383 3.292 0.636
H -1.924 5.154 0.825
H -1.486 4.227 2.248
H 0.372 6.361 0.906
H -0.522 6.529 2.243
H 0.732 4.400 3.288
H 1.838 4.527 1.854
H 1.699 5.785 3.034
C 1.838 7.856 0.491
C 1.269 7.422 -0.800
C 2.063 6.206 -1.319
C 1.788 4.993 -0.418
C 2.510 3.761 -1.044
C 2.066 2.389 -0.479
H 1.172 8.672 0.775
H 2.870 8.200 0.429
H 1.700 7.202 1.352
H 0.241 7.081 -0.672
H 1.098 8.322 -1.390
H 3.118 6.456 -1.429
H 1.723 6.138 -2.353
H 2.021 5.163 0.633
H 0.739 4.704 -0.482
H 2.312 3.745 -2.115
H 3.587 3.917 -0.980
H 2.586 1.613 -1.041
H 2.307 2.127 0.551
H 0.993 2.355 -0.666
C 0.994 -5.195 -4.144
C 2.178 -5.084 -3.254
C 2.696 -3.650 -3.132
C 3.913 -3.412 -2.263
C 4.515 -2.013 -2.571
C 3.617 -0.801 -2.355
H 0.670 -6.234 -4.097
H 1.355 -5.105 -5.168
H 0.193 -4.543 -3.797
H 1.922 -5.537 -2.296
H 3.036 -5.714 -3.492
H 1.865 -3.049 -2.762
H 2.970 -3.333 -4.138
H 3.625 -3.517 -1.216
H 4.624 -4.214 -2.463
H 5.407 -1.852 -1.965
H 4.784 -1.968 -3.626
H 4.050 0.152 -2.658
H 2.803 -0.932 -3.068
H 3.309 -0.780 -1.310
Cl 0.794 3.714 -3.983
C 0.852 1.919 -3.906
C 2.270 1.407 -3.984
Cl 3.255 2.043 -2.605
H 0.270 1.444 -4.696
H 0.311 1.685 -2.990
H 2.803 1.723 -4.882
H 2.286 0.321 -3.900
Cl -0.771 -1.439 -1.046
C -0.400 -0.111 0.113
C 0.776 0.724 -0.440
Cl 2.153 -0.308 -0.848
H -0.173 -0.551 1.084
H -1.312 0.466 0.267
H 1.037 1.523 0.255
H 0.430 1.176 -1.370
Cl -1.747 -4.069 0.167
C -0.202 -3.776 -0.723
C 0.924 -4.852 -0.342
Cl 0.834 -6.355 -1.336
H 0.179 -2.772 -0.535
H -0.399 -3.765 -1.795
H 1.014 -5.028 0.730
H 1.854 -4.389 -0.673
C -2.346 -2.380 -2.180
N -3.543 -1.550 -2.196
O -3.772 -0.819 -3.135
O -4.229 -1.766 -1.224
H -2.561 -3.223 -2.837
H -2.165 -2.700 -1.154
H -1.616 -1.664 -2.557
C -2.855 1.283 -2.444
N -1.544 1.120 -3.126
O -1.369 1.783 -4.126
O -0.751 0.318 -2.614
H -2.899 2.283 -2.012
H -2.827 0.629 -1.572
H -3.540 1.121 -3.276
C 1.251 1.341 3.747
N 0.889 1.628 2.332
O 1.655 2.346 1.619
O -0.066 1.021 1.870
H 0.406 0.840 4.220
H 1.534 2.285 4.213
H 2.069 0.620 3.745
C 3.432 -1.352 1.129
N 2.936 -2.655 0.566
O 1.760 -2.905 0.422
O 3.809 -3.504 0.264
H 2.519 -0.760 1.204
H 4.098 -0.975 0.353
H 3.942 -1.569 2.068
*
```

The total energy comes out at -140424.509 eV. The calculation puts the orbital gap at 0.258 Ha. The value obtained for the LUMO energy is -1.2894 eV.

Mulliken atomic charge list, values in e, 8 entries:
1 C -1.597
2 C -1.051
3 C 0.557
4 C -2.039
5 C 1.353
6 C -1.104
7 H 0.331
8 H 0.455


A cluster of 9 separate species, C40H96N15O5P3 in total. Source: the OMol25 dataset; level of theory: ωB97M-V/def2-TZVPD.

```
! wB97M-V def2-TZVPD RIJCOSX def2/J DEFGRID3
* xyz 0 1
C 3.321 -2.402 -5.714
N 2.878 -1.391 -4.696
C 2.765 -1.835 -3.273
P 2.191 0.016 -5.085
O 2.549 1.209 -4.231
N 2.678 0.308 -6.655
C 3.982 0.958 -6.714
C 1.789 0.866 -7.667
N 0.474 -0.077 -5.069
C -0.269 -1.206 -5.668
C -0.204 1.230 -5.126
H 2.680 -3.218 -5.911
H 4.244 -2.895 -5.320
H 3.566 -1.969 -6.645
H 3.493 -2.596 -3.069
H 1.775 -2.231 -3.027
H 3.036 -1.021 -2.623
H 4.727 0.255 -6.318
H 4.294 1.019 -7.791
H 4.025 1.910 -6.196
H 0.854 0.279 -7.769
H 1.525 1.927 -7.389
H 2.294 0.937 -8.650
H 0.053 -2.171 -5.194
H -1.344 -1.054 -5.465
H -0.141 -1.419 -6.767
H -1.019 1.241 -4.427
H -0.620 1.454 -6.075
H 0.388 2.061 -4.762
C -3.603 -0.631 2.009
N -3.522 -1.554 3.224
C -2.866 -2.825 2.795
P -4.353 -1.454 4.673
O -3.682 -2.315 5.590
N -4.328 0.157 5.168
C -5.145 1.229 4.706
C -3.090 0.584 5.743
N -6.000 -1.731 4.256
C -6.383 -2.441 3.034
C -6.935 -1.874 5.350
H -4.024 0.336 2.327
H -4.270 -1.037 1.191
H -2.588 -0.613 1.660
H -1.915 -2.708 2.342
H -3.541 -3.496 2.258
H -2.675 -3.342 3.789
H -5.468 1.909 5.505
H -4.631 1.861 3.928
H -6.002 0.768 4.274
H -3.429 1.217 6.558
H -2.546 -0.328 6.105
H -2.422 1.113 5.052
H -5.702 -2.347 2.166
H -6.624 -3.504 3.225
H -7.378 -2.121 2.761
H -6.882 -2.887 5.767
H -7.988 -1.724 4.959
H -6.774 -1.088 6.097
C 5.930 -2.578 -1.133
N 6.026 -1.208 -0.742
C 7.403 -0.693 -0.706
P 4.692 -0.413 0.028
O 3.487 -1.204 -0.244
N 4.911 -0.253 1.677
C 3.961 -0.813 2.593
C 6.132 0.474 2.193
N 4.704 1.145 -0.567
C 5.035 1.429 -1.915
C 4.038 2.206 0.218
H 6.298 -3.259 -0.339
H 6.596 -2.740 -1.963
H 4.936 -2.841 -1.382
H 7.928 -1.209 0.114
H 7.271 0.389 -0.507
H 7.918 -0.743 -1.643
H 3.166 -1.196 1.975
H 4.415 -1.618 3.201
H 3.686 -0.097 3.351
H 6.693 1.057 1.442
H 5.798 1.088 3.009
H 6.927 -0.209 2.624
H 4.306 1.909 -2.533
H 5.955 2.053 -1.886
H 5.285 0.573 -2.527
H 3.182 1.747 0.749
H 3.721 2.934 -0.487
H 4.660 2.609 1.077
C 0.856 1.456 -1.370
N -0.117 0.628 -0.693
C -1.508 0.922 -0.834
C 0.294 -0.480 -0.030
O -0.373 -1.287 0.593
H 0.787 1.363 -2.448
H 1.836 1.333 -0.993
H 0.782 2.534 -1.148
H -2.043 0.190 -0.278
H -1.789 1.912 -0.487
H -1.828 0.773 -1.872
H 1.393 -0.662 -0.193
C 1.507 6.630 0.102
N 2.106 5.878 1.240
C 2.550 6.766 2.308
C 1.743 4.596 1.473
O 2.085 4.002 2.462
H 0.733 7.269 0.583
H 0.994 5.911 -0.441
H 2.297 7.355 -0.318
H 3.264 7.424 1.853
H 1.784 7.352 2.800
H 3.061 6.192 3.051
H 1.148 4.094 0.702
C -7.132 2.293 1.196
C -6.915 1.535 -0.128
C -6.294 2.423 -1.207
C -5.071 3.124 -0.877
N -4.125 3.745 -0.628
H -7.200 3.361 0.987
H -6.190 2.242 1.799
H -7.939 1.900 1.855
H -7.852 1.170 -0.530
H -6.234 0.672 0.010
H -6.966 3.210 -1.443
H -6.114 1.848 -2.128
C -2.444 -2.543 -2.558
C -3.285 -2.532 -1.305
C -4.813 -2.228 -1.628
C -5.035 -0.961 -2.326
N -5.038 0.055 -2.884
H -1.432 -2.911 -2.394
H -2.387 -1.463 -2.920
H -2.850 -3.172 -3.371
H -2.944 -1.817 -0.539
H -3.359 -3.548 -0.851
H -5.228 -2.076 -0.668
H -5.402 -3.052 -2.100
C 0.055 2.258 4.302
C 0.782 1.218 3.463
C 0.195 -0.163 3.835
C 0.595 -0.635 5.142
N 0.979 -0.930 6.175
H 0.340 3.305 4.282
H 0.102 1.890 5.338
H -1.022 2.164 4.041
H 1.838 1.255 3.700
H 0.651 1.252 2.370
H 0.485 -0.974 3.131
H -0.909 -0.148 3.902
C 2.186 -4.236 2.376
C 2.096 -3.906 0.937
C 1.027 -4.720 0.177
C 1.192 -4.687 -1.283
N 1.341 -4.549 -2.422
H 2.813 -5.075 2.652
H 1.190 -4.341 2.826
H 2.678 -3.350 2.760
H 3.027 -4.053 0.329
H 1.802 -2.880 0.767
H 0.046 -4.225 0.387
H 0.917 -5.777 0.494
*
```

The total energy comes out at -103494.365 eV. The calculation puts the orbital gap at 0.333 Ha. The value obtained for the LUMO energy is 0.5333 eV.

Mulliken atomic charge list, values in e, 8 entries:
1 C -1.029
2 N 0.656
3 C -0.424
4 P 0.147
5 O -0.849
6 N 0.157
7 C -1.221
8 C -0.858


Question: Number 2 is which compound?
Answer: C40H94Cl6N4O8


Question: Number 2 is which compound?
Answer: C40H94Cl6N4O8